[1]
DFT (ωB97M-V/def2-TZVPD) results for 2 unconnected molecules or ions with the total composition C26H37N4O4.

Properties
* max |F|: 0.049 Eh/bohr
* HOMO energy: -10.0 eV
* orbital gap: 0.1884 hartree
* energy: -1532.58009 hartree
* charge: +1

Atoms and positions in Å:
O: -2.87 0.35 3.38
O: -3.54 -4.97 2.12
O: -1.02 -4.90 2.98
O: -4.74 -2.78 1.23
N: -1.94 2.40 2.88
N: 5.49 0.39 1.25
N: 5.07 -0.85 1.80
N: 0.22 1.82 2.51
C: -1.43 -3.82 2.28
C: -2.60 -1.62 0.96
C: -1.28 -1.55 1.42
C: -5.46 -1.63 0.72
C: 5.76 4.22 1.21
C: 5.11 -1.88 0.77
C: -0.25 3.97 3.72
C: 0.39 -5.03 3.29
C: -0.51 -0.25 1.29
C: -4.19 -5.05 3.43
C: 3.64 3.00 1.70
C: 5.83 6.64 1.10
C: 4.37 4.23 1.51
C: -3.13 3.18 3.12
C: -1.93 1.04 2.99
C: -0.54 0.56 2.60
C: -0.65 3.02 2.58
C: -0.69 -2.65 2.04
C: 4.47 6.68 1.40
C: -2.78 -3.88 1.84
C: 1.54 1.81 2.23
C: 3.75 5.51 1.61
C: 2.29 2.96 2.00
C: -0.73 3.77 1.25
C: -3.39 -2.73 1.28
C: 6.48 5.40 1.01
H: 1.76 3.91 2.05
H: -5.35 -0.78 1.41
H: 4.17 2.06 1.61
H: 5.60 1.07 1.99
H: -0.93 0.38 0.49
H: 6.27 3.25 1.13
H: 0.78 4.32 3.61
H: 2.69 5.58 1.86
H: 7.54 5.35 0.77
H: -0.14 -0.06 3.42
H: -0.92 4.84 3.71
H: -3.35 3.82 2.26
H: -3.97 2.49 3.28
H: 6.39 7.56 0.94
H: 0.25 4.12 0.92
H: 0.54 -0.46 1.05
H: -4.88 -4.20 3.55
H: 4.69 -2.79 1.20
H: 3.96 7.64 1.48
H: -5.10 -1.36 -0.28
H: -1.15 3.12 0.47
H: -6.50 -1.96 0.68
H: 2.01 0.82 2.19
H: -3.05 -0.76 0.47
H: -3.43 -5.05 4.22
H: 0.34 -2.59 2.40
H: 0.69 -4.30 4.04
H: -1.39 4.65 1.38
H: 5.70 -1.08 2.57
H: 4.50 -1.55 -0.08
H: 4.86 0.64 0.49
H: 1.01 -4.93 2.39
H: -0.34 3.45 4.68
H: 0.48 -6.04 3.69
H: 6.13 -2.09 0.41
H: -4.74 -5.99 3.41
H: -3.01 3.82 4.00

Atomic partial charges in e from the Löwdin method, atoms 1 to 5:
1 O 0.098
2 O -0.083
3 O -0.070
4 O -0.063
5 N -0.037

[2]
DFT (ωB97M-V/def2-TZVPD) results for a molecular structure, C26H37N6O2OsS.

Properties
* max |F|: 0.076 Eh/bohr
* HOMO energy (alpha / beta): -16.9 / -16.9 eV
* orbital gap (alpha / beta): 0.1795 / 0.1798 hartree
* energy: -1979.87413 hartree
* charge: +3

Atoms and positions in Å:
Os: 0.80 -0.23 0.71
S: -2.51 0.80 0.72
O: -1.59 1.78 1.22
O: -3.50 0.27 1.60
N: 0.43 -2.34 0.67
N: 1.00 1.89 0.77
N: 1.34 -0.29 -1.38
N: -1.42 -0.50 0.30
N: 1.03 -0.01 2.83
N: 3.28 -0.45 0.71
C: -3.51 -3.55 0.25
C: 0.72 1.41 3.18
C: 1.17 -4.64 0.70
C: 3.68 -0.09 -0.66
C: -2.47 2.27 -1.55
C: 3.96 0.39 1.71
C: 2.73 -0.67 -1.67
C: -3.18 1.35 -0.78
C: 1.31 2.37 2.16
C: -3.19 -2.21 0.28
C: -1.16 -4.13 0.40
C: 1.69 2.70 -0.25
C: 0.84 0.94 -2.07
C: 2.25 -0.57 3.44
C: -0.82 -2.77 0.46
C: -0.13 -5.08 0.49
C: 3.57 0.11 3.16
C: -4.41 0.85 -1.22
C: -4.61 2.42 -4.66
C: -1.83 -1.78 0.35
C: -2.52 -4.51 0.28
C: -4.15 2.08 -3.28
C: -4.88 1.23 -2.46
C: 1.39 -3.27 0.80
C: 1.55 2.25 -1.73
C: -2.95 2.62 -2.79
H: 3.64 1.06 3.71
H: 0.89 3.36 2.32
H: 2.30 -1.62 3.14
H: -0.22 0.99 -1.85
H: 3.54 -1.42 0.88
H: 5.05 0.28 1.64
H: -4.99 0.19 -0.58
H: 2.75 2.74 0.01
H: 1.33 3.73 -0.18
H: 2.39 2.45 2.27
H: 0.00 2.06 0.69
H: -3.97 -1.47 0.25
H: -4.55 -3.86 0.19
H: -4.95 3.45 -4.71
H: 2.13 -0.57 4.53
H: 3.71 1.00 -0.73
H: -5.42 1.78 -5.00
H: -5.84 0.86 -2.79
H: -2.76 -5.57 0.24
H: 2.54 2.25 -2.18
H: 2.39 -2.92 0.99
H: -1.57 2.73 -1.15
H: 0.76 -1.04 -1.75
H: 0.94 0.80 -3.15
H: 3.02 -0.35 -2.67
H: 2.80 -1.76 -1.64
H: 0.27 -0.58 3.20
H: 4.69 -0.45 -0.90
H: 3.75 1.42 1.44
H: 1.99 -5.33 0.79
H: 4.31 -0.54 3.61
H: 1.09 1.65 4.18
H: -2.40 3.33 -3.41
H: -3.78 2.35 -5.37
H: -0.36 -6.14 0.41
H: 0.98 3.01 -2.27
H: -0.36 1.52 3.17

Atomic partial charges in e from the Löwdin method, atoms 1 to 5:
1 Os 1.462
2 S 0.708
3 O -0.313
4 O -0.218
5 N -0.039

[3]
DFT (ωB97M-V/def2-TZVPD) results for a molecular structure, C26H38Cl14N2O4.

Properties
* energy above the lowest of the compared OMol25 structures with the same formula, charge and spin: 22.979 eV
* max |F|: 0.233 Eh/bohr
* HOMO energy: -8.9 eV
* orbital gap: 0.2850 hartree
* energy: -7865.62676 hartree

Atoms and positions in Å:
Cl: 2.51 -2.09 1.55
Cl: 4.53 2.14 -1.39
Cl: 1.04 -0.35 4.64
Cl: 7.21 3.21 1.83
Cl: -2.42 -1.20 -2.53
Cl: 0.34 4.09 1.37
Cl: -0.31 -3.01 4.77
Cl: -1.13 2.30 -4.55
Cl: 0.65 3.08 -1.85
Cl: 3.46 1.08 2.01
Cl: -0.74 -2.89 0.04
Cl: 2.37 -3.04 -1.18
Cl: 1.07 0.49 -3.52
Cl: 0.28 3.06 4.58
O: -6.46 -2.91 2.24
O: -7.76 -3.42 0.57
O: -2.39 2.23 -0.72
O: -2.80 0.21 -0.47
N: -6.61 -3.20 1.06
N: -2.01 1.13 -0.47
C: -1.31 -0.07 -3.31
C: -0.60 0.87 -0.04
C: -0.11 1.85 3.37
C: -3.31 -2.65 -1.49
C: -0.26 -2.44 -1.61
C: 0.80 -3.50 -1.96
C: 1.13 -0.81 0.19
C: -0.18 -0.49 -0.06
C: 0.97 0.77 3.24
C: -3.20 -2.21 -0.16
C: -1.95 1.30 -3.40
C: -4.48 -3.15 -2.00
C: -5.49 -2.98 0.17
C: 0.30 1.81 0.32
C: 1.05 -2.53 2.45
C: 1.29 -2.99 3.88
C: 5.93 1.99 2.31
C: -4.30 -2.44 0.70
C: -0.92 4.35 0.09
C: -0.26 4.56 -1.33
C: 2.01 0.16 0.57
C: 3.15 2.06 -2.46
C: 4.80 2.03 1.38
C: 2.52 0.62 -2.47
C: 1.59 1.47 0.60
C: -5.59 -3.26 -1.20
H: 0.10 2.86 0.14
H: 1.89 -3.90 3.95
H: 0.31 -1.73 2.37
H: -0.45 -0.11 -2.65
H: -2.45 -2.53 -2.13
H: -2.94 1.11 -3.81
H: 1.93 1.29 3.12
H: 0.57 -4.53 -1.68
H: 2.22 2.31 0.86
H: 0.58 -3.32 1.87
H: 0.55 5.28 -1.26
H: 3.55 2.25 -3.46
H: -4.19 -2.06 1.71
H: -4.55 -3.50 -3.02
H: 1.90 -2.22 4.36
H: -0.91 -1.24 -0.29
H: 6.37 1.00 2.44
H: -2.13 1.77 -2.43
H: 0.84 0.10 2.39
H: -1.55 5.18 0.43
H: -1.02 4.82 -2.08
H: 1.44 -1.85 0.15
H: 3.24 -0.17 -2.65
H: 5.62 2.23 3.33
H: 5.20 1.62 0.46
H: 0.13 -1.42 -1.60
H: -0.86 -0.50 -4.20
H: -0.01 2.40 2.44
H: -1.12 1.48 3.52
H: 2.11 0.41 -1.49
H: -1.53 3.45 0.18
H: 1.03 -3.54 -3.03
H: -6.53 -3.66 -1.56
H: -1.21 -2.53 -2.13
H: 4.42 3.05 1.30
H: 2.31 2.70 -2.20
H: 3.07 -0.05 0.66
H: -2.34 -1.69 0.24

Atomic partial charges in e from the Löwdin method, atoms 1 to 5:
1 Cl 0.772
2 Cl 0.739
3 Cl 0.661
4 Cl 0.524
5 Cl 0.991